{
  "formula": "C16H50O16",
  "method": "ωB97M-V/def2-TZVPD",
  "energy_ev": -50156.76117,
  "orbital_gap_ev": 9.13,
  "lumo_energy_ev": -0.08,
  "symbols": ["O", "C", "C", "O", "H", "H", "H", "H", "H", "H", "O", "C", "C", "O", "H", "H", "H", "H", "H", "H", "O", "C", "C", "O", "H", "H", "H", "H", "H", "H", "O", "C", "C", "O", "H", "H", "H", "H", "H", "H", "O", "C", "C", "O", "H", "H", "H", "H", "H", "H", "O", "C", "C", "O", "H", "H", "H", "H", "H", "H", "O", "C", "C", "O", "H", "H", "H", "H", "H", "H", "C", "O", "H", "H", "H", "H", "C", "O", "H", "H", "H", "H"],
  "positions_angstrom": [[-4.19545, -2.31902, 1.91765], [-3.79230, -1.27536, 2.79623], [-2.26071, -1.11877, 2.95930], [-1.77137, -2.27446, 3.67056], [-5.14720, -2.31572, 1.79212], [-4.22864, -0.32675, 2.48341], [-4.29599, -1.25828, 3.76273], [-2.02317, -0.17919, 3.45815], [-1.80454, -1.17552, 1.97098], [-1.88616, -3.03101, 3.09086], [0.07014, 3.14320, -3.58474], [0.94197, 4.12244, -3.04381], [2.21157, 3.62425, -2.33984], [2.00100, 3.17108, -1.00939], [0.29319, 3.12763, -4.51834], [1.16507, 4.88691, -3.78806], [0.32244, 4.74949, -2.40265], [2.85340, 4.50516, -2.32758], [2.77351, 2.86374, -2.88203], [1.95915, 3.92236, -0.41322], [0.76099, 0.90808, 2.48446], [2.12805, 1.43854, 2.36653], [3.15040, 0.38166, 2.84553], [3.06210, 0.20218, 4.25396], [0.60444, 0.31480, 1.74614], [2.35584, 1.63720, 1.31927], [2.27641, 2.44459, 2.75893], [4.13993, 0.74670, 2.57048], [3.06934, -0.57499, 2.32944], [2.21446, -0.19598, 4.46508], [1.69768, -3.57507, 1.02454], [1.02247, -3.24218, 2.24329], [1.69250, -3.80914, 3.48492], [1.68885, -5.22436, 3.54255], [1.12079, -3.40369, 0.27659], [0.96516, -2.15752, 2.33442], [0.01365, -3.61032, 2.05658], [1.31961, -3.38792, 4.41854], [2.73413, -3.49631, 3.55740], [1.61384, -5.72654, 2.72782], [-3.28742, 4.92844, 1.48233], [-3.00677, 4.81356, 0.10615], [-2.43245, 3.38689, 0.01233], [-3.36560, 2.38766, 0.30376], [-4.09501, 4.44059, 1.65951], [-3.84166, 4.80361, -0.59455], [-2.31023, 5.60991, -0.15612], [-1.65632, 3.28937, 0.77141], [-2.00567, 3.10454, -0.95008], [-3.50122, 2.35784, 1.25366], [4.04762, 0.26846, -3.60285], [3.78310, -0.80082, -2.69514], [2.81886, -0.31731, -1.61886], [3.30786, 0.76308, -0.78611], [3.37772, 0.35427, -4.28511], [3.42184, -1.62339, -3.31237], [4.73445, -1.21084, -2.35614], [2.49991, -1.20182, -1.06750], [1.85773, 0.01871, -2.00800], [2.94140, 1.55399, -1.18833], [-2.03911, -3.88954, 0.57201], [-1.95330, -3.00760, -0.55153], [-1.05786, -3.18322, -1.78157], [0.35122, -2.95682, -1.50316], [-2.92248, -3.80209, 0.93753], [-2.92727, -3.11145, -1.02973], [-1.94661, -1.95997, -0.25063], [-1.43174, -2.47070, -2.51685], [-1.09662, -4.19607, -2.18251], [0.84425, -3.14790, -2.30441], [-1.37921, -0.16799, -4.01497], [-2.00437, 1.02647, -3.50246], [-0.80420, 0.13978, -4.88832], [-0.74501, -0.67276, -3.28620], [-2.16460, -0.86914, -4.29716], [-1.33647, 1.69270, -3.32451], [-0.37738, 0.55579, -0.24074], [0.23986, -0.60331, 0.23889], [-1.20536, 0.75489, 0.43961], [0.35512, 1.36297, -0.24574], [-0.84959, 0.34751, -1.20081], [0.34608, -1.28018, -0.43354]],
  "lowdin_charge": [-0.060, -0.232, -0.186, -0.067, 0.096, 0.101, 0.116, 0.127, 0.094, 0.058, -0.067, -0.220, -0.198, -0.078, 0.094, 0.120, 0.118, 0.122, 0.119, 0.108, -0.092, -0.187, -0.230, -0.069, 0.005, 0.076, 0.116, 0.117, 0.112, 0.075, -0.071, -0.231, -0.228, -0.068, 0.026, 0.097, 0.096, 0.119, 0.112, 0.082, -0.060, -0.226, -0.272, -0.061, 0.082, 0.119, 0.117, 0.118, 0.112, 0.078, -0.081, -0.217, -0.218, -0.053, 0.076, 0.109, 0.124, 0.099, 0.107, 0.018, -0.056, -0.215, -0.166, -0.096, 0.059, 0.122, 0.105, 0.092, 0.128, 0.101, -0.139, -0.131, 0.078, 0.042, 0.081, 0.019, -0.130, -0.151, 0.075, 0.078, 0.079, 0.034]
}


{
  "formula": "C16H53N14O14",
  "method": "ωB97M-V/def2-TZVPD",
  "energy_ev": -66984.95223,
  "total_charge": -1,
  "orbital_gap_ev": 5.82,
  "lumo_energy_ev": 1.58,
  "symbols": ["C", "C", "C", "O", "H", "H", "H", "H", "H", "H", "H", "C", "C", "O", "O", "H", "H", "H", "H", "H", "H", "C", "C", "O", "O", "H", "H", "H", "H", "H", "H", "C", "C", "O", "O", "H", "H", "H", "H", "H", "H", "C", "O", "N", "N", "H", "H", "H", "H", "C", "O", "N", "N", "H", "H", "H", "H", "C", "O", "N", "N", "H", "H", "H", "H", "C", "O", "N", "N", "H", "H", "H", "H", "C", "O", "N", "N", "H", "H", "H", "H", "C", "O", "N", "N", "H", "H", "H", "H", "C", "O", "N", "N", "H", "H", "H", "H"],
  "positions_angstrom": [[16.08532, -28.18303, -11.05669], [16.77762, -26.98472, -11.72635], [15.95976, -25.69049, -11.56750], [18.08208, -26.78286, -11.38126], [15.00113, -28.29838, -11.11616], [16.43403, -28.29697, -10.01829], [16.64739, -29.05332, -11.42224], [16.70497, -27.14346, -12.82659], [15.97500, -25.44488, -10.49845], [14.89173, -25.77948, -11.79089], [16.44953, -24.88626, -12.11743], [20.36543, -25.73499, -7.11614], [19.65431, -26.54052, -8.16797], [18.52942, -25.82760, -8.64338], [20.90671, -24.53648, -7.63911], [21.11684, -26.37489, -6.63554], [19.62561, -25.47864, -6.34253], [19.42926, -27.53690, -7.76517], [20.30645, -26.78819, -9.01356], [18.24780, -26.29214, -9.46114], [21.30220, -24.03712, -6.92140], [20.14935, -30.00183, -12.20248], [19.21126, -30.30073, -11.04053], [19.08877, -29.22150, -10.15623], [21.47820, -29.79580, -11.74237], [19.78452, -29.05873, -12.63370], [20.08971, -30.75223, -12.99654], [19.68618, -31.14107, -10.51638], [18.27092, -30.69986, -11.43915], [18.78070, -28.46991, -10.72043], [21.90608, -29.14768, -12.30395], [16.73078, -22.80789, -9.15030], [16.83169, -23.13863, -7.65778], [16.45043, -24.47781, -7.40200], [15.41777, -22.32462, -9.48903], [16.94170, -23.67894, -9.76784], [17.37271, -21.94460, -9.34156], [16.40516, -22.37856, -7.00291], [17.89182, -23.13541, -7.34925], [17.13204, -25.12792, -7.64764], [14.75522, -22.69157, -8.87727], [17.23870, -30.92882, -14.78557], [18.31949, -30.92977, -15.36831], [16.30575, -31.89974, -15.00474], [16.92546, -30.00498, -13.83579], [16.50905, -32.53921, -15.74835], [15.46021, -31.93151, -14.47116], [17.52857, -29.19954, -13.77802], [16.00671, -30.00198, -13.43599], [13.07432, -22.77632, -12.86254], [12.53472, -21.68974, -12.67568], [12.82232, -23.50202, -14.00678], [13.92645, -23.35921, -11.98047], [12.61047, -22.88091, -14.76914], [13.19531, -24.41914, -14.20257], [14.46017, -24.19699, -12.18835], [14.27932, -22.71409, -11.28341], [16.28212, -24.48034, -16.02986], [17.24960, -24.64751, -15.29700], [15.26537, -25.38988, -16.09653], [16.16230, -23.36969, -16.82206], [15.44553, -26.32732, -15.79023], [14.46572, -25.20489, -16.67426], [15.27482, -23.29620, -17.28921], [16.79116, -22.59346, -16.81705], [12.03448, -27.12706, -13.16675], [12.88636, -26.69730, -13.94958], [11.55657, -28.40610, -13.28228], [11.39105, -26.32834, -12.28794], [10.75404, -28.63931, -12.72767], [11.91829, -28.92769, -14.05761], [10.81792, -26.79371, -11.60777], [11.77907, -25.40445, -12.18318], [12.01420, -29.13015, -9.61816], [11.58498, -28.00659, -9.91437], [12.22236, -29.48763, -8.31545], [12.47103, -30.00427, -10.55020], [12.69082, -30.36523, -8.19769], [11.73371, -28.94730, -7.62771], [12.31230, -29.82722, -11.52659], [12.89184, -30.88036, -10.30323], [13.23844, -24.83925, -8.66358], [13.32666, -23.73428, -8.11129], [14.24184, -25.75755, -8.63799], [12.09438, -25.25053, -9.27555], [14.18386, -26.54036, -9.26508], [15.13587, -25.38528, -8.32180], [11.27255, -24.68289, -9.21864], [12.06797, -26.21167, -9.58540], [17.96250, -21.34367, -13.62332], [18.63673, -22.31553, -13.93380], [16.65558, -21.53709, -13.25326], [18.46333, -20.07587, -13.45427], [16.05043, -20.77616, -13.00349], [16.29805, -22.45104, -13.47053], [19.41380, -19.95089, -13.74774], [17.83405, -19.29864, -13.38855]],
  "lowdin_charge": [-0.077, -0.645, -0.078, -0.257, 0.051, 0.074, 0.029, 0.102, 0.050, 0.049, 0.082, -0.264, -0.247, -0.086, -0.055, 0.113, 0.116, 0.118, 0.129, 0.062, 0.075, -0.256, -0.287, -0.088, -0.064, 0.116, 0.107, 0.113, 0.090, 0.040, 0.079, -0.195, -0.218, -0.116, -0.116, 0.100, 0.116, 0.121, 0.111, 0.056, 0.036, -0.683, 0.008, 0.138, 0.171, 0.097, 0.082, 0.105, 0.085, -0.695, -0.004, 0.143, 0.185, 0.088, 0.049, 0.039, 0.082, -0.682, 0.032, 0.153, 0.150, 0.100, 0.084, 0.078, 0.097, -0.667, -0.010, 0.139, 0.182, 0.092, 0.103, 0.071, 0.090, -0.633, -0.028, 0.172, 0.170, 0.096, 0.113, 0.070, 0.099, -0.651, -0.010, 0.184, 0.160, 0.080, 0.065, 0.102, 0.030, -0.681, 0.026, 0.164, 0.138, 0.092, 0.083, 0.093, 0.081]
}